Record 1
The following is a quantum chemistry calculation of C3H5NOS in the gas phase in a non-equilibrium geometry, from the OMol25 dataset.

Summary:
HOMO-LUMO gap, eV: 9.0041
Highest occupied orbital energy, eV: -8.7
Relative energy (zero: lowest compared OMol25 entry of this formula, charge and spin), kcal per mole: 100.7
Energy, Eh: -645.351278
LUMO level, eV: 0.316
Total charge: 0

Structure (XYZ):
```
11
Properties=species:S:1:pos:R:3:forces:R:3
C 2.71607 -0.96538 0.02114 1.7 -0.6 -1.8
C 2.25821 0.42706 -0.23965 0.7 3.6 0.4
N 1.14914 0.98725 0.08524 -1.0 -1.0 -1.1
O -0.00953 -0.00918 0.39201 2.0 0.2 0.0
C -1.16223 0.54537 0.06972 -1.1 1.2 0.2
S -2.54989 -0.36439 -0.12705 1.8 1.3 0.2
H 3.29890 -1.39463 -0.89660 0.0 1.1 2.1
H 1.82623 -1.39594 -0.24351 -2.6 -2.1 0.2
H 3.01517 -1.32199 1.06516 -0.2 1.0 -1.7
H 2.87092 1.35121 -0.77238 -0.9 -2.6 1.7
H -1.05301 1.71191 0.04018 -0.5 -2.2 -0.3
```
Positions in Å, forces in eV/Å.



Record 2
The following is a quantum chemistry calculation of 2 unconnected molecules or ions with the total composition C5H12N3 in a non-equilibrium geometry, from the OMol25 dataset.

Summary:
HOMO-LUMO gap, eV: 9.3649
Highest occupied orbital energy, eV: -12.4
Relative energy (zero: lowest compared OMol25 entry of this formula, charge and spin), kcal per mole: 12.8
Energy, Eh: -361.747709
LUMO level, eV: -3.055
Total charge: +1

Structure (XYZ):
```
20
Properties=species:S:1:pos:R:3:forces:R:3
N -2.02819 -0.63452 0.01918 0.2 -0.3 -0.5
C -2.74550 0.63624 -0.02157 0.1 0.4 -0.2
C -2.13800 -1.26462 1.33139 0.3 -0.3 0.2
H -2.42852 -1.26516 -0.68709 0.2 0.4 0.4
H -2.24045 1.34299 0.65817 -0.3 -0.2 -0.2
H -3.80179 0.54845 0.28364 0.3 0.0 0.0
H -2.70791 1.04497 -1.04535 0.0 -0.1 0.4
H -3.18135 -1.39288 1.66541 0.2 0.1 -0.1
H -1.65326 -2.25501 1.30346 -0.2 0.4 0.1
H -1.60851 -0.63436 2.06557 -0.2 -0.3 -0.2
C 2.04694 0.94169 0.40393 0.5 0.2 0.0
C 3.32959 1.01356 -0.07099 -0.3 0.3 0.5
C 2.17202 -0.31950 -1.42408 -0.1 0.2 0.4
N 1.36344 0.11389 -0.45218 -0.5 -0.4 -0.4
N 3.37033 0.22632 -1.19527 0.6 -0.4 -0.9
H 1.57760 1.40822 1.27006 0.2 -0.2 -0.4
H 4.20009 1.55519 0.29909 -0.4 -0.3 -0.2
H 1.90610 -0.98758 -2.24327 0.1 0.3 0.4
H 0.36413 -0.14651 -0.36933 0.2 0.1 0.0
H 4.20327 0.06862 -1.79078 -0.9 0.2 0.7
```
Positions in Å, forces in eV/Å.



Record 3
The following is a quantum chemistry calculation of C7H14 in the gas phase in a non-equilibrium geometry, from the OMol25 dataset.

Summary:
HOMO-LUMO gap, eV: 10.0763
Highest occupied orbital energy, eV: -9.0
Relative energy (zero: lowest compared OMol25 entry of this formula, charge and spin), kcal per mole: 36.1
Energy, Eh: -275.058650
LUMO level, eV: 1.103
Total charge: 0

Structure (XYZ):
```
21
Properties=species:S:1:pos:R:3:forces:R:3
C 1.88966 -0.59001 0.60098 -0.1 0.4 1.3
C 0.72422 -0.51305 -0.04109 0.1 0.8 -1.1
C -0.33984 -1.57279 -0.10312 -0.4 0.2 1.9
C -0.01541 -2.88927 0.59831 0.6 -0.1 -0.6
C 0.36494 0.79782 -0.76261 0.2 -1.5 -1.7
C -1.03792 1.41351 -0.43292 2.5 0.5 1.2
C -0.85249 2.92792 -0.16100 0.1 -0.6 -0.2
H 2.63662 0.20343 0.63405 -0.5 0.2 -0.4
H 2.05198 -1.24689 1.44789 0.2 -0.9 -0.6
H -1.07991 -1.10488 0.56728 -0.5 -0.3 -0.4
H -0.84153 -1.70488 -1.06577 0.4 0.2 -0.1
H -0.92825 -3.39725 0.89972 0.1 0.0 0.2
H 0.63666 -2.68021 1.44389 -0.4 -0.2 0.3
H 0.56006 -3.57624 -0.02915 -0.1 0.1 -0.1
H 1.28312 1.37868 -0.70667 -0.5 0.9 0.3
H 0.29208 0.55862 -1.82378 0.2 -0.2 -0.4
H -1.74543 1.23793 -1.23819 -0.1 -0.2 0.3
H -1.21899 0.85224 0.48970 -1.2 0.6 -0.1
H -0.56758 3.45989 -1.08006 0.0 -0.2 0.2
H -1.77597 3.37180 0.19355 -0.1 0.2 0.2
H -0.03602 3.07361 0.56897 -0.5 0.0 -0.2
```
Positions in Å, forces in eV/Å.



Record 4
The following is a quantum chemistry calculation of a molecular structure, ClNO7Rb in a non-equilibrium geometry, from the OMol25 dataset.

Summary:
HOMO-LUMO gap, eV: 6.4799
Highest occupied orbital energy, eV: -4.8
Relative energy (zero: lowest compared OMol25 entry of this formula, charge and spin), kcal per mole: 15.4
Energy, Eh: -1065.432072
LUMO level, eV: 1.697
Total charge: -1

Structure (XYZ):
```
10
Properties=species:S:1:pos:R:3:forces:R:3
Rb 19.84077 -16.38894 -11.69066 -0.2 0.2 -0.9
Cl 18.51515 -13.27593 -12.88953 -2.0 -3.3 -2.6
O 19.64172 -12.66392 -12.27093 0.6 1.0 0.0
O 17.42291 -12.40673 -13.22982 0.9 1.2 0.1
O 18.85592 -14.11470 -14.04762 0.9 1.9 0.4
O 17.97163 -14.26555 -11.99754 -0.4 -0.8 2.6
N 20.48709 -17.24617 -14.63588 -3.8 0.2 -3.8
O 19.52917 -17.98034 -14.31842 -1.5 -0.7 2.0
O 21.58927 -17.59797 -14.41616 5.3 -1.0 2.2
O 20.24981 -16.30635 -15.39194 0.1 1.4 0.0
```
Positions in Å, forces in eV/Å.



Record 5
The following is a quantum chemistry calculation of a molecular structure, C4H8N2O2 in a non-equilibrium geometry, from the OMol25 dataset.

Summary:
HOMO-LUMO gap, eV: 8.4091
Highest occupied orbital energy, eV: -8.9
Relative energy (zero: lowest compared OMol25 entry of this formula, charge and spin), kcal per mole: 326.8
Energy, Eh: -416.735115
LUMO level, eV: -0.466
Total charge: 0

Structure (XYZ):
```
16
Properties=species:S:1:pos:R:3:forces:R:3
C -0.50094 -0.08320 0.45084 1.5 -2.8 -2.0
C 0.11520 0.57703 -0.92393 -5.3 -1.3 3.2
C 1.29893 1.46331 -0.49131 -3.9 8.9 3.3
C 1.51647 0.32983 -1.21986 1.5 -2.4 -5.2
H -3.10520 -0.59581 2.45827 2.7 -3.4 -2.0
H -0.45619 -1.98215 1.94015 -2.9 2.7 -1.2
H -2.55955 -0.72397 -0.31006 3.3 2.8 3.4
H -0.86285 0.73107 -1.53747 2.5 0.3 0.4
H 1.01935 1.75895 0.75823 2.0 -1.3 -3.9
H 1.17653 2.46440 -1.16882 1.1 -2.2 2.0
H 1.78821 0.45858 -2.30864 -1.0 1.1 0.9
H 2.05848 -1.05795 -0.04640 0.7 0.6 -2.3
N -2.21773 -1.65296 1.51981 0.4 5.2 1.9
N -1.82845 -0.23377 0.65718 -3.7 -4.9 -3.0
O 0.27008 -0.73211 1.22245 0.4 0.4 -0.1
O 2.28766 -0.72124 -1.00045 0.5 -3.7 4.6
```
Positions in Å, forces in eV/Å.



Record 6
The following is a quantum chemistry calculation of 2 unconnected molecules or ions with the total composition C7H17NO in a non-equilibrium geometry, from the OMol25 dataset.

Summary:
Multiplicity: 2
HOMO-LUMO gap (alpha / beta), eV: 10.2468 / 5.3082
Expectation value of S²: 0.77
Highest occupied orbital energy (alpha / beta), eV: -13.8 / -13.8
Relative energy (zero: lowest compared OMol25 entry of this formula, charge and spin), kcal per mole: 12.7
Energy, Eh: -406.560170
LUMO level (alpha / beta), eV: -3.514 / -8.444
Total charge: +1

Structure (XYZ):
```
26
Properties=species:S:1:pos:R:3:forces:R:3
C -3.79023 2.09161 -0.78670 0.3 -0.1 0.7
C -2.92678 1.86573 -2.01294 0.4 -1.0 0.0
H -4.59966 1.37419 -0.71798 -0.4 0.1 -0.4
H -3.23295 1.86430 0.11877 0.3 0.3 0.2
H -4.17031 3.10256 -0.66628 -0.2 0.0 -0.2
H -2.17118 1.11332 -1.80597 0.2 -0.2 0.3
H -2.35087 2.69547 -2.39798 -0.4 0.5 -0.1
H -3.47751 1.35951 -2.79051 -0.4 0.4 -0.6
C 2.37108 -0.80949 0.91186 0.8 1.2 0.6
C 3.05142 -1.51009 2.06718 0.5 -1.1 -0.4
C 0.28850 -2.07753 1.26273 -0.5 0.2 0.1
C 1.06007 0.74953 -1.13497 1.0 0.1 0.3
C 0.28780 -0.13037 -0.20604 -1.7 0.4 -1.6
O -0.88840 -0.36660 -0.39079 0.6 0.0 0.5
N 0.92250 -0.84208 0.82720 1.7 -2.0 0.2
H 2.64744 0.24224 0.88274 0.0 0.4 0.3
H 2.89031 -1.12026 -0.00633 -0.8 -0.5 -0.4
H 3.13941 -0.96670 2.99745 -0.2 0.3 0.0
H 4.04677 -1.80794 1.72532 0.2 0.6 0.1
H 0.61413 -2.85593 0.56745 0.0 -0.1 -0.1
H 0.56155 0.81846 -2.09523 -0.5 0.3 0.3
H 2.66221 -2.50233 2.24808 -0.5 -0.1 0.3
H 0.51124 -2.41874 2.26523 0.5 0.5 0.2
H -0.76750 -1.95428 1.16782 -0.7 0.0 -0.2
H 1.27269 1.71722 -0.67378 -0.4 0.1 -0.1
H 2.04830 0.36821 -1.35634 0.2 -0.4 0.0
```
Positions in Å, forces in eV/Å.